The following is a DFT calculation (the ωB97M-V functional and the def2-TZVPD basis) of a cluster of 11 separate species, C32H90ClN6O14 in total.

```
143
Properties=species:S:1:pos:R:3
Cl 1.44 1.85 -0.58
O 0.31 1.59 -1.52
O 0.83 2.16 0.74
O 2.15 0.60 -0.38
O 2.42 2.87 -0.93
C 2.34 6.74 5.60
C 2.65 5.54 6.42
C 2.20 4.17 5.76
O 2.59 3.15 6.71
C 2.44 1.74 6.28
N 4.07 5.55 6.62
H 1.32 6.55 5.26
H 3.00 6.80 4.73
H 2.30 7.63 6.23
H 2.19 5.78 7.38
H 2.56 3.97 4.75
H 1.12 4.25 5.87
H 1.39 1.48 6.15
H 3.00 1.10 6.96
H 2.84 1.61 5.27
H 4.04 4.54 6.56
H 4.41 5.94 5.75
C 4.52 -0.41 -5.32
C 3.47 -1.46 -5.16
C 2.85 -2.31 -6.37
O 2.27 -3.57 -6.07
C 2.24 -4.34 -7.29
N 3.77 -2.41 -4.11
H 4.75 0.08 -4.38
H 4.12 0.25 -6.09
H 5.45 -0.84 -5.69
H 2.64 -0.85 -4.81
H 3.68 -2.46 -7.06
H 2.11 -1.68 -6.86
H 1.76 -5.29 -7.03
H 3.21 -4.43 -7.77
H 1.62 -3.97 -8.11
H 3.90 -1.82 -3.30
H 4.74 -2.56 -4.36
C -3.12 -6.28 4.11
C -2.46 -5.45 2.97
C -1.43 -4.40 3.53
O -1.09 -3.37 2.60
C -2.12 -2.40 2.62
N -1.91 -6.40 2.08
H -3.67 -7.14 3.72
H -3.82 -5.72 4.73
H -2.29 -6.66 4.70
H -3.28 -4.99 2.42
H -0.50 -4.86 3.85
H -1.76 -3.96 4.47
H -3.08 -2.85 2.37
H -1.85 -1.78 1.77
H -2.24 -1.74 3.48
H -2.65 -6.96 1.69
H -1.44 -7.07 2.68
C -3.37 -3.01 -2.86
C -2.12 -3.89 -2.64
C -2.14 -5.26 -3.33
O -0.90 -5.91 -3.31
C -1.13 -7.31 -3.41
N -0.97 -3.23 -3.22
H -3.85 -3.20 -3.82
H -3.18 -1.95 -2.72
H -4.09 -3.35 -2.12
H -1.91 -3.81 -1.58
H -2.61 -5.21 -4.30
H -2.87 -5.89 -2.83
H -0.25 -7.94 -3.30
H -1.61 -7.58 -4.35
H -1.84 -7.63 -2.65
H -1.04 -2.30 -2.85
H -1.26 -3.04 -4.17
C -8.91 0.01 -4.45
C -8.79 1.26 -5.34
C -7.48 1.22 -6.18
O -6.39 1.27 -5.30
C -5.94 2.39 -4.65
N -9.86 1.30 -6.37
H -8.21 -0.06 -3.62
H -9.09 -0.94 -4.96
H -9.83 0.28 -3.92
H -8.83 2.18 -4.75
H -7.53 2.08 -6.84
H -7.31 0.35 -6.81
H -4.87 2.39 -4.45
H -6.57 2.52 -3.77
H -5.96 3.26 -5.31
H -9.65 2.09 -6.96
H -9.76 0.54 -7.04
C 3.63 -5.06 2.00
C 3.25 -5.96 0.82
C 3.05 -7.41 1.26
O 2.69 -8.13 0.12
C 2.25 -9.40 0.55
N 2.10 -5.39 0.10
H 3.63 -4.00 1.74
H 4.68 -5.24 2.24
H 3.09 -5.36 2.89
H 4.21 -5.90 0.30
H 2.26 -7.39 2.01
H 3.91 -7.82 1.79
H 1.75 -9.93 -0.26
H 1.67 -9.51 1.47
H 3.19 -9.94 0.64
H 1.99 -4.58 0.69
H 1.38 -5.89 0.61
C 3.72 8.69 -1.58
C 3.64 10.01 -2.26
O 4.93 10.65 -2.33
H 2.98 7.98 -1.95
H 3.64 8.80 -0.50
H 4.59 8.19 -2.01
H 2.89 10.65 -1.79
H 3.31 9.83 -3.28
H 4.78 11.59 -2.21
C -4.28 3.59 7.27
C -3.49 2.52 6.67
O -3.33 2.75 5.22
H -3.98 4.63 7.21
H -4.64 3.35 8.27
H -5.19 3.81 6.72
H -3.98 1.58 6.91
H -2.49 2.39 7.09
H -2.49 2.45 4.87
C -2.34 6.08 -0.01
C -1.48 6.79 1.03
O -1.95 6.43 2.31
H -2.82 5.18 0.39
H -1.75 5.77 -0.88
H -3.13 6.78 -0.27
H -1.57 7.86 0.87
H -0.43 6.50 0.98
H -2.30 5.54 2.29
C 6.87 3.96 2.13
C 8.05 4.39 3.07
O 8.44 5.67 2.82
H 6.64 2.96 2.48
H 7.16 3.88 1.08
H 6.07 4.70 2.21
H 8.89 3.77 2.75
H 7.79 4.11 4.09
H 8.63 5.88 1.90
```

Lowest unoccupied orbital energy (eV): 2.060
HOMO level (eV): -5.80
Charge: -1
HOMO-LUMO gap (Ha): 0.289



The following is a DFT calculation (the ωB97M-V functional and the def2-TZVPD basis) of a structure of composition C39H46CaN2OP2SeSi2.

```
94
Properties=species:S:1:pos:R:3
Ca 0.54 0.98 -1.09
C 0.86 4.01 0.81
Si 0.30 2.68 2.02
C -1.49 3.09 2.47
C 1.29 2.88 3.61
N 0.46 1.16 1.26
P 0.96 -0.34 1.53
C 1.35 -1.25 0.18
P 0.11 -1.95 -0.69
N -0.78 -0.97 -1.61
Si -2.09 -1.12 -2.69
C -3.70 -0.46 -1.97
C -1.69 -0.11 -4.23
C -2.51 -2.86 -3.28
C 0.91 -3.15 -1.86
C 2.13 -2.76 -2.40
C 2.73 -3.50 -3.41
C 2.12 -4.65 -3.90
C 0.91 -5.05 -3.36
C 0.31 -4.30 -2.35
C -1.00 -3.08 0.25
C -0.55 -4.32 0.71
C -1.37 -5.14 1.47
C -2.65 -4.71 1.81
C -3.09 -3.47 1.40
C -2.27 -2.66 0.63
C 2.52 -0.20 2.52
C 3.70 0.02 1.81
C 4.90 0.21 2.47
C 4.94 0.19 3.86
C 3.78 -0.02 4.58
C 2.57 -0.21 3.91
C -0.14 -1.12 2.78
C 0.14 -2.39 3.28
C -0.67 -2.96 4.24
C -1.78 -2.28 4.71
C -2.09 -1.03 4.20
C -1.27 -0.46 3.23
H 1.29 4.87 1.34
H 0.01 4.37 0.22
H 1.62 3.66 0.11
H -1.60 4.18 2.54
H -1.80 2.66 3.42
H -2.16 2.75 1.68
H 1.15 3.89 3.99
H 2.36 2.71 3.45
H 0.96 2.18 4.38
H -3.54 0.49 -1.44
H -4.15 -1.17 -1.27
H -4.42 -0.27 -2.77
H -1.83 0.96 -4.02
H -2.33 -0.37 -5.07
H -0.65 -0.26 -4.52
H -2.70 -3.54 -2.44
H -1.72 -3.30 -3.89
H -3.43 -2.80 -3.87
H 2.61 -1.87 -2.00
H 3.69 -3.17 -3.81
H 2.58 -5.22 -4.69
H 0.42 -5.94 -3.73
H -0.64 -4.63 -1.95
H 0.45 -4.64 0.45
H -1.00 -6.10 1.81
H -3.28 -5.35 2.42
H -4.08 -3.12 1.68
H -2.61 -1.68 0.31
H 3.66 0.04 0.73
H 5.80 0.38 1.90
H 5.88 0.34 4.38
H 3.80 -0.04 5.66
H 1.67 -0.37 4.48
H 1.02 -2.91 2.91
H -0.44 -3.96 4.62
H -2.42 -2.73 5.47
H -2.96 -0.49 4.56
H -1.51 0.52 2.82
Se -2.14 2.94 -1.59
C -1.73 4.74 -2.02
C -0.53 5.10 -2.65
C -0.26 6.42 -2.98
C -1.16 7.43 -2.68
C -2.35 7.09 -2.04
C -2.62 5.77 -1.71
H 0.19 4.33 -2.89
H 0.68 6.66 -3.47
H -0.94 8.46 -2.92
H -3.07 7.86 -1.78
H -3.55 5.52 -1.21
C 3.30 1.17 -3.46
C 2.62 1.89 -2.27
O 3.21 2.90 -1.87
H 4.25 1.65 -3.73
H 2.61 1.19 -4.32
H 3.46 0.12 -3.21
```

Lowest unoccupied orbital energy (eV): 4.284
HOMO level (eV): -1.29
Charge: -2
HOMO-LUMO gap (Ha): 0.205



The following is a DFT calculation (the ωB97M-V functional and the def2-TZVPD basis) of a structure of composition C12H22Cl8MgO4.

```
47
Properties=species:S:1:pos:R:3
Mg -1.26 1.19 2.29
C 0.02 -1.55 -0.14
C -0.53 -0.53 0.81
O -1.70 -0.59 1.30
O 0.12 0.52 1.08
H -0.17 -1.24 -1.16
H -0.50 -2.50 -0.06
H 1.09 -1.68 0.04
C -0.31 5.29 2.06
C -1.19 4.20 2.64
O -0.73 3.00 2.50
O -2.23 4.46 3.24
H 0.69 5.19 2.48
H -0.66 6.29 2.32
H -0.34 5.31 0.97
Cl 3.25 3.02 2.25
C 2.27 2.13 1.02
C 3.00 0.86 0.63
Cl 4.49 1.17 -0.26
H 2.06 2.83 0.22
H 1.34 1.85 1.53
H 2.31 0.32 -0.02
H 3.31 0.29 1.50
Cl 0.32 2.65 -2.10
C -1.18 2.44 -2.92
C -2.02 1.34 -2.30
Cl -2.65 1.89 -0.71
H -1.07 2.24 -3.99
H -1.73 3.38 -2.87
H -1.41 0.45 -2.20
H -2.89 1.13 -2.92
Cl -2.75 -2.26 -2.07
C -3.73 -2.52 -0.59
C -4.89 -3.44 -0.92
Cl -5.92 -3.50 0.55
H -4.06 -1.54 -0.25
H -3.07 -3.00 0.12
H -4.55 -4.44 -1.17
H -5.52 -3.06 -1.72
Cl 3.71 -2.31 1.25
C 4.25 -3.21 -0.17
C 3.95 -4.69 -0.06
Cl 4.49 -5.47 -1.59
H 5.32 -3.06 -0.34
H 3.74 -2.86 -1.07
H 2.88 -4.87 -0.01
H 4.45 -5.16 0.78
```

Lowest unoccupied orbital energy (eV): -0.866
HOMO level (eV): -9.21
Charge: 0
HOMO-LUMO gap (Ha): 0.307
ΔE to the lowest compared entry with this formula, charge and spin (eV): 0.309



The following is a DFT calculation (the ωB97M-V functional and the def2-TZVPD basis) of a cluster of 3 separate species, C13H25ClFN7O6P in total.

```
54
Properties=species:S:1:pos:R:3
C 1.72 2.99 2.04
C 1.01 3.15 0.73
O 1.21 4.11 0.05
N 0.09 2.19 0.26
C 0.21 1.87 -1.18
C -0.19 1.07 1.08
C 0.68 -0.04 1.18
C 1.99 -0.13 0.45
C 1.90 -1.17 -0.68
F 3.13 -1.76 -0.88
N 0.39 -1.09 1.91
N -0.77 -1.07 2.57
Cl -1.03 -2.49 3.47
C -1.66 -0.09 2.59
C -2.88 -0.22 3.43
C -1.38 1.06 1.81
C -2.33 2.21 1.79
P -2.16 3.23 3.30
O -3.45 3.43 3.95
O -1.32 4.52 2.94
O -1.10 2.42 4.18
H 1.57 2.05 2.55
H 2.78 3.14 1.86
H 1.37 3.79 2.69
H 1.26 1.87 -1.47
H -0.20 0.88 -1.35
H -0.30 2.59 -1.81
H 2.26 0.84 0.05
H 2.73 -0.47 1.17
H 1.56 -0.69 -1.59
H 1.20 -1.95 -0.39
H -3.53 0.63 3.33
H -3.43 -1.11 3.12
H -2.61 -0.36 4.47
H -3.37 1.91 1.71
H -2.05 2.84 0.95
H -1.86 5.24 2.59
H -0.37 2.98 4.48
C 2.12 -5.04 -3.33
O 2.24 -4.57 -4.45
N 1.44 -6.20 -3.10
N 2.64 -4.43 -2.22
H 1.33 -6.61 -2.19
H 1.05 -6.67 -3.89
H 3.16 -3.58 -2.36
H 2.54 -4.78 -1.29
C -0.84 -0.86 -3.82
O -0.55 -0.96 -2.63
N -0.61 -1.87 -4.70
N -1.38 0.28 -4.34
H -0.83 -1.81 -5.68
H -0.19 -2.71 -4.35
H -1.57 1.04 -3.72
H -1.62 0.38 -5.31
```

Lowest unoccupied orbital energy (eV): -4.619
HOMO level (eV): -11.84
Charge: +1
HOMO-LUMO gap (Ha): 0.265



The following is a DFT calculation (the ωB97M-V functional and the def2-TZVPD basis) of a structure of composition C9H24BClO3Sb.

```
39
Properties=species:S:1:pos:R:3
C 1.84 1.83 -2.73
C 0.93 0.60 -2.82
C -0.23 0.60 -1.81
Sb 0.16 0.49 0.41
O 1.27 2.28 0.44
C 2.06 -0.59 0.05
C 1.99 -1.93 -0.66
O 1.97 -3.03 0.27
B -1.68 1.71 1.00
C -2.68 2.49 0.06
O -1.85 1.80 2.35
C -1.00 -1.47 0.58
Cl -2.78 -1.15 0.36
C -0.73 -2.23 1.88
C -1.45 -1.71 3.13
H 2.33 2.03 -3.68
H 1.26 2.72 -2.45
H 2.61 1.72 -1.97
H 1.53 -0.31 -2.73
H 0.51 0.58 -3.83
H -0.86 -0.27 -2.01
H -0.85 1.48 -2.00
H 0.50 0.39 2.20
H 0.83 2.90 -0.15
H 2.53 -0.73 1.02
H 2.70 0.09 -0.52
H 1.11 -1.99 -1.32
H 2.86 -2.07 -1.31
H 1.17 -3.54 0.13
H -2.16 3.36 -0.34
H -3.57 2.84 0.59
H -2.99 1.89 -0.79
H -1.02 1.54 2.79
H -0.77 -2.12 -0.27
H -0.97 -3.30 1.74
H 0.35 -2.17 2.04
H -2.20 -0.95 2.89
H -0.74 -1.25 3.82
H -1.94 -2.52 3.67
```

Lowest unoccupied orbital energy (eV): 3.193
HOMO level (eV): -3.45
Charge: -1
HOMO-LUMO gap (Ha): 0.244
ΔE to the lowest compared entry with this formula, charge and spin (eV): 0.000



The following is a DFT calculation (the ωB97M-V functional and the def2-TZVPD basis) of the molecule C12H26S2.

```
40
Properties=species:S:1:pos:R:3
C -1.30 -2.17 2.21
C 0.05 -2.67 1.69
C 1.22 -1.73 1.98
C 1.12 -0.39 1.25
C 2.35 0.51 1.47
C 3.60 0.07 0.70
C 1.08 1.01 -2.14
C -0.12 0.36 -2.85
C -1.33 1.30 -2.95
C -1.87 1.80 -1.61
C -2.33 0.69 -0.66
C -2.91 1.24 0.64
H -1.61 -1.25 1.69
H -1.25 -1.97 3.28
H -2.08 -2.92 2.05
H -0.02 -2.84 0.61
H 0.26 -3.65 2.14
H 1.29 -1.55 3.07
H 2.15 -2.23 1.69
H 0.23 0.16 1.60
H 0.97 -0.58 0.18
H 2.12 1.55 1.20
H 2.59 0.52 2.54
H 4.51 0.40 1.23
H 3.67 -1.02 0.62
H 0.83 1.23 -1.10
H 1.36 1.95 -2.62
H -0.39 -0.56 -2.32
H 0.18 0.06 -3.86
H -2.13 0.78 -3.49
H -1.05 2.17 -3.56
H -1.10 2.41 -1.10
H -2.72 2.47 -1.79
H -3.08 0.07 -1.17
H -1.49 0.02 -0.43
H -3.77 1.89 0.44
H -2.16 1.84 1.17
H -3.24 0.44 1.31
S 3.87 0.78 -0.95
S 2.49 -0.13 -2.17
```

Lowest unoccupied orbital energy (eV): 0.812
HOMO level (eV): -8.76
Charge: 0
HOMO-LUMO gap (Ha): 0.352
ΔE to the lowest compared entry with this formula, charge and spin (eV): 0.000



| no. | E_tot (eV) |
| --- | --- |
| 1 | -84754.6367 |
| 2 | -164341.8811 |
| 3 | -126619.2316 |
| 4 | -61128.1372 |
| 5 | -35600.7097 |
| 6 | -34537.1491 |